Record 1
Here is a molecular structure, C17H16N3O9SW from the OMol25 dataset. Energies are from ωB97M-V/def2-TZVPD.

The charge is +3. As for the HOMO energy (spin up / spin down): -16.65 / -16.61 eV. The orbital gap (spin up / spin down) comes out at 6.95 / 6.88 eV. For the energy above the lowest of the compared OMol25 structures with the same formula, charge and spin, the calculation gives 0.000 eV.

CARTESIAN COORDINATES (ANGSTROEM)
W1 1.2169 0.4834 -0.1706
O1 2.9379 1.1487 -4.0119
C1 2.7642 0.9081 -2.7649
O2 1.6236 0.8563 -2.2912
C2 3.9677 0.8804 -1.8337
O3 3.4047 0.8430 -0.5809
C3 4.3035 0.7830 0.5647
C4 3.4357 0.9581 1.8114
O4 3.7049 1.3828 2.8675
O5 2.1341 0.6476 1.4585
H1 2.0931 0.9612 -4.5099
H2 4.7045 0.0775 -1.9359
H3 4.5010 1.8636 -1.9667
H4 4.8243 -0.1705 0.5609
H5 4.9965 1.5936 0.4350
O6 -5.3081 -4.2337 -2.6622
C5 -4.2565 -3.8780 -2.9036
O7 -3.1735 -3.4661 -3.2797
C6 -2.1995 -2.4401 -2.7472
C7 -2.3548 -1.0945 -3.0364
C8 -1.5231 -0.2188 -2.3560
N1 -0.5290 -0.6399 -1.5605
C9 -0.3487 -1.9487 -1.4378
C10 -1.2304 -2.9168 -1.9892
C11 0.9346 -2.3777 -0.8087
O8 1.0462 -3.5009 -0.4885
O9 1.7793 -1.4007 -0.6990
H6 -3.1579 -0.7164 -3.6563
H7 -1.6211 0.9133 -2.5050
H8 -1.1155 -3.8895 -1.5572
C12 -3.0589 2.7948 3.9374
C13 -2.2647 1.9027 3.0210
C14 -1.9134 0.5895 3.1635
C15 -1.0356 -0.0757 2.1790
N2 -0.5574 0.6275 1.1319
C16 -0.9566 1.9151 0.9638
S1 -0.1392 2.5380 -0.3436
N3 -1.7789 2.5216 1.8276
C17 -0.5918 -1.4452 2.4357
H9 -2.4266 3.5772 4.3834
H10 -3.5146 2.2087 4.7170
H11 -3.8202 3.3070 3.3279
H12 -2.1961 -0.0020 4.0136
H13 -1.8919 3.5416 1.7161
H14 0.1839 -1.8376 1.7741
H15 -1.4061 -2.1299 2.3600
H16 -0.1866 -1.4417 3.4467



Record 2
Here is 16 unconnected molecules or ions with the total composition C24H80O28 from the OMol25 dataset. Energies are from ωB97M-V/def2-TZVPD.

As for the HOMO energy: -9.69 eV. The orbital gap comes out at 9.84 eV.

CARTESIAN COORDINATES (ANGSTROEM)
C1 6.2984 1.9991 4.3327
C2 4.9220 2.5694 4.1725
O1 3.8764 1.7516 4.6692
O2 6.6347 1.5192 5.6817
H1 7.0628 2.6838 4.0206
H2 6.4500 1.0752 3.7583
H3 4.8149 2.7204 3.0668
H4 4.8153 3.5628 4.6179
H5 3.0757 2.1214 4.2723
H6 5.9147 0.8736 5.8127
C3 1.9363 3.6957 1.7034
C4 1.2929 3.4846 3.0790
O3 1.4626 2.1923 3.6234
O4 1.8566 4.9576 1.2507
H7 1.4473 2.9153 1.1179
H8 2.9001 3.2624 1.7920
H9 0.1976 3.8095 3.0723
H10 1.7721 4.2156 3.7265
H11 0.5830 1.7840 3.9107
H12 2.1445 5.0121 0.3529
C5 0.1959 6.0745 -1.5211
C6 0.7286 4.6659 -1.9074
O5 2.1188 4.6741 -1.8673
O6 0.8518 7.0509 -2.2504
H13 0.3463 6.1857 -0.4545
H14 -0.8423 6.1424 -1.9214
H15 0.2977 4.4935 -2.9275
H16 0.3452 3.9438 -1.1192
H17 2.4578 3.8601 -2.3033
H18 1.5731 6.6907 -2.7666
C7 0.6246 -3.5622 -2.1264
C8 2.0010 -3.7421 -1.4591
O7 2.5679 -2.4052 -1.2657
O8 -0.2222 -2.8252 -1.3633
H19 0.1770 -4.5236 -2.4044
H20 0.8502 -3.0966 -3.0784
H21 2.6567 -4.4073 -2.0124
H22 1.8334 -4.2215 -0.4919
H23 2.5689 -2.3648 -0.3030
H24 0.0738 -1.9352 -1.2012
C9 -3.7397 2.4557 1.6356
C10 -4.7677 1.3950 2.0336
O9 -4.6198 0.1562 1.3698
O10 -2.4271 1.9527 1.7633
H25 -3.8855 3.3594 2.2557
H26 -3.8229 2.7208 0.5403
H27 -5.7414 1.8363 1.7854
H28 -4.7324 1.4062 3.1575
H29 -3.7172 -0.1543 1.5000
H30 -2.2572 1.5354 0.8706
C11 -1.3527 1.2112 -1.9958
C12 0.1094 1.2034 -1.7628
O11 0.6225 -0.0489 -1.6564
O12 -2.0041 0.8008 -0.8045
H31 -1.6392 0.5540 -2.8959
H32 -1.7132 2.2227 -2.2607
H33 0.2857 1.8217 -0.9022
H34 0.5995 1.6651 -2.5987
H35 1.4287 -0.0064 -1.1043
H36 -2.8292 0.3222 -1.0682
C13 3.3579 -1.5881 3.4488
C14 3.0340 -2.7618 2.5637
O13 2.5170 -2.2884 1.2880
O14 4.0881 -0.6226 2.5937
H37 3.9585 -1.8804 4.3367
H38 2.4895 -1.1046 3.7946
H39 2.3613 -3.4663 3.0908
H40 3.9974 -3.1706 2.2939
H41 1.6812 -1.7644 1.5340
H42 4.1228 0.1212 3.2789
C15 -2.2142 -2.9586 -4.5196
C16 -3.4886 -3.5282 -5.0453
O15 -4.4221 -2.4165 -5.1870
O16 -2.5015 -2.2489 -3.2787
H43 -1.6849 -2.2037 -5.1681
H44 -1.5401 -3.7141 -4.1210
H45 -4.0399 -4.2575 -4.4237
H46 -3.3220 -4.1032 -5.8946
H47 -5.1633 -2.5907 -4.5791
H48 -1.8223 -2.4181 -2.6266
C17 -5.1772 -0.6411 -1.8254
C18 -5.1099 -2.1308 -1.3037
O17 -5.0292 -3.1031 -2.3470
O18 -3.9178 -0.1752 -2.3225
H49 -5.4739 -0.0619 -0.9820
H50 -5.9834 -0.5804 -2.5703
H51 -5.9911 -2.2872 -0.6865
H52 -4.2187 -2.2637 -0.6975
H53 -4.1193 -2.9048 -2.7142
H54 -3.6468 -0.8542 -3.0004
C19 1.9338 -0.1712 -5.3442
C20 1.4138 -0.8853 -6.6429
O19 0.4200 -1.8752 -6.3243
O20 0.7924 0.1885 -4.5501
H55 2.5648 0.7215 -5.5575
H56 2.5764 -0.8447 -4.8001
H57 2.1078 -1.4653 -7.2017
H58 0.9497 -0.0261 -7.1752
H59 -0.1608 -1.4849 -5.6277
H60 0.9765 -0.2148 -3.7162
C21 -1.8083 0.8225 5.0282
C22 -2.2846 -0.5874 5.2973
O21 -3.4630 -0.9629 4.5596
O22 -1.0807 0.8633 3.7661
H61 -1.1132 1.1136 5.8238
H62 -2.6175 1.6198 5.0851
H63 -2.4620 -0.7193 6.3715
H64 -1.4669 -1.2147 5.0048
H65 -3.1847 -1.6152 3.9390
H66 -1.6007 1.4607 3.1581
C23 -2.0638 -4.2975 2.7157
C24 -2.7769 -3.6270 1.5194
O23 -2.1157 -2.4069 1.1512
O24 -0.6872 -4.3239 2.4516
H67 -2.5209 -5.3046 2.8929
H68 -2.2850 -3.7367 3.6571
H69 -3.8243 -3.4805 1.7530
H70 -2.7798 -4.3339 0.7027
H71 -1.6655 -2.5886 0.3867
H72 -0.2910 -5.1102 2.7856
O25 2.6495 0.4969 0.3189
H73 2.8737 -0.1689 1.0146
H74 3.5151 0.5805 -0.1091
O26 3.1287 2.5558 -3.2625
H75 3.3198 1.7370 -2.8122
H76 4.0367 2.7535 -3.4583
O27 3.7091 0.0908 -2.3077
H77 3.3957 -0.7520 -1.9252
H78 4.5329 -0.2530 -2.7591
O28 0.4127 -0.8120 1.8531
H79 -0.5263 -1.0429 1.7400
H80 0.2694 -0.0440 2.5168



Record 3
Here is a molecular structure, C17H23BN8O3OsS from the OMol25 dataset. Energies are from ωB97M-V/def2-TZVPD.

The charge is +3. As for the HOMO energy (spin up / spin down): -18.39 / -18.38 eV. The orbital gap (spin up / spin down) comes out at 9.67 / 5.12 eV. For the energy above the lowest of the compared OMol25 structures with the same formula, charge and spin, the calculation gives 0.000 eV. As for the spin multiplicity: 6.

CARTESIAN COORDINATES (ANGSTROEM)
Os1 -0.2537 -1.6783 -0.8089
C1 3.7497 -2.0375 -0.1291
C2 3.1461 -0.7260 -0.0153
C3 3.8558 0.5402 0.1710
C4 2.8795 1.4777 0.3587
N1 1.6859 0.8392 0.2951
N2 1.8300 -0.4877 0.0343
B1 0.2090 1.3125 0.4955
N3 -0.4745 0.2825 1.4152
C5 -0.7491 0.3811 2.7298
C6 -1.2728 -0.8120 3.1740
C7 -1.2882 -1.6545 2.0639
C8 -1.7682 -3.0526 1.9580
N4 -0.7843 -0.9763 1.0016
N5 -0.4440 1.2925 -0.8975
C9 -0.6958 2.3180 -1.7318
C10 -1.2870 1.8318 -2.8751
C11 -1.3572 0.4493 -2.7122
C12 -1.9180 -0.5544 -3.6447
N6 -0.8166 0.1282 -1.5060
N7 0.0153 2.7047 1.1375
C13 0.8673 3.6001 1.8255
C14 0.1371 4.6542 2.2347
C15 -1.1966 4.3568 1.7870
C16 -2.4152 5.1131 1.9700
N8 -1.2038 3.1417 1.1208
H1 4.8040 -2.0172 0.1389
H2 3.6839 -2.4256 -1.1565
H3 3.2006 -2.7790 0.4570
H4 4.9266 0.6808 0.1798
H5 2.9794 2.5388 0.5114
H6 -0.5685 1.2871 3.2869
H7 -1.6143 -1.0413 4.1692
H8 -2.2385 -3.3620 2.8869
H9 -0.9403 -3.7333 1.7541
H10 -2.4897 -3.1597 1.1460
H11 -0.4550 3.3373 -1.4807
H12 -1.6227 2.4001 -3.7259
H13 -2.3431 -0.0624 -4.5145
H14 -2.6960 -1.1530 -3.1674
H15 -1.1405 -1.2393 -3.9824
H16 1.9139 3.4009 1.9840
H17 0.4590 5.5254 2.7819
H18 -2.2321 6.1306 2.3032
H19 -3.0511 4.6164 2.7264
H20 -3.0389 5.0695 1.0693
C17 -0.1534 -5.3654 -2.3988
S1 0.6602 -3.8983 -1.8853
O1 0.0551 -2.6766 -2.5552
O2 2.0661 -3.9712 -2.0713
O3 0.2827 -3.5910 -0.4318
H21 0.0572 -5.5181 -3.4571
H22 -1.2205 -5.2569 -2.2127
H23 0.2652 -6.1808 -1.8078



Energy readings, ordered: -1963.15443, -3068.95238, -1838.04380 Ha